131
Properties=species:S:1:pos:R:3 method="wB97M-V/def2-TZVPD" total_energy_ha=-3079.66474 smiles="CC(C)=CCC[C@@H](C)CCc1c(B(O)O)cc(C)c2ncc(CCCS)nc12.CCOC(C)=O.CCOC(C)=O.CCOC(C)=O.CCOC(C)=O.CCOC(C)=O" orbital_gap_ev=8.02 multiplicity=1 total_charge=0 lumo_energy_ev=-0.1 homo_ev=-8.2 fmax_ev_per_a=1.62
C -3.37 3.91 -1.25
C -4.41 2.84 -1.51
C -5.77 3.07 -0.83
C -4.22 1.78 -2.29
C -2.92 1.35 -2.94
C -2.72 -0.17 -2.77
C -1.26 -0.69 -2.93
C -0.48 0.00 -4.06
C -0.49 -0.77 -1.58
C -0.30 0.62 -0.93
C 0.47 0.72 0.39
C 1.01 1.94 0.72
B 0.89 3.25 -0.18
O -0.12 3.53 -1.08
O 1.86 4.24 -0.04
C 1.72 2.14 1.95
C 1.85 1.12 2.82
C 2.57 1.36 4.13
C 1.32 -0.15 2.51
N 1.55 -1.12 3.46
C 1.03 -2.26 3.11
C 0.28 -2.51 1.94
C -0.26 -3.90 1.69
C 0.92 -4.91 1.85
C 0.87 -6.08 0.84
S 2.58 -6.73 0.57
N 0.07 -1.57 1.06
C 0.62 -0.34 1.33
H -2.72 3.52 -0.45
H -3.79 4.85 -0.89
H -2.69 4.06 -2.09
H -6.22 2.14 -0.49
H -6.39 3.63 -1.54
H -5.59 3.72 0.03
H -5.08 1.12 -2.46
H -2.05 1.90 -2.58
H -3.01 1.61 -4.00
H -3.13 -0.48 -1.80
H -3.30 -0.68 -3.54
H -1.37 -1.75 -3.22
H -0.03 0.96 -3.79
H 0.26 -0.67 -4.52
H -1.20 0.22 -4.86
H -1.09 -1.43 -0.96
H 0.51 -1.19 -1.79
H 0.12 1.24 -1.72
H -1.30 1.03 -0.75
H 0.18 3.33 -1.97
H 2.70 3.77 0.12
H 2.13 3.11 2.23
H 2.70 2.44 4.25
H 1.89 1.07 4.94
H 3.51 0.82 4.22
H 1.20 -3.10 3.79
H -0.69 -3.97 0.68
H -1.00 -4.12 2.47
H 0.92 -5.35 2.86
H 1.86 -4.38 1.72
H 0.29 -6.91 1.24
H 0.52 -5.78 -0.14
H 3.37 -5.81 1.16
O 5.67 2.81 0.93
C 6.24 3.71 0.38
O 7.11 4.48 1.08
C 7.98 5.43 0.47
C 7.30 6.78 0.30
C 5.93 4.07 -1.04
H 8.38 5.05 -0.47
H 8.82 5.53 1.15
H 6.44 6.71 -0.36
H 8.00 7.51 -0.10
H 6.93 7.14 1.27
H 5.08 4.75 -1.05
H 5.65 3.15 -1.56
H 6.75 4.50 -1.60
O -4.40 0.18 -5.31
C -4.88 -0.47 -6.20
O -5.11 -1.77 -6.01
C -5.87 -2.59 -6.92
C -5.00 -3.15 -8.02
C -5.14 0.14 -7.56
H -6.73 -2.04 -7.31
H -6.27 -3.40 -6.32
H -4.57 -2.36 -8.64
H -5.57 -3.82 -8.67
H -4.16 -3.71 -7.60
H -4.23 0.06 -8.16
H -5.38 1.19 -7.42
H -5.97 -0.31 -8.09
O 9.70 -6.11 2.88
C 8.62 -5.69 3.19
O 7.73 -6.51 3.80
C 6.51 -6.05 4.39
C 5.39 -5.98 3.37
C 8.19 -4.28 2.84
H 6.66 -5.10 4.90
H 6.26 -6.79 5.15
H 5.61 -5.26 2.58
H 4.45 -5.70 3.85
H 5.26 -6.95 2.89
H 7.76 -4.28 1.83
H 9.08 -3.65 2.84
H 7.49 -3.84 3.54
O 3.31 6.24 9.91
C 2.67 5.82 8.98
O 3.30 5.10 8.03
C 2.60 4.38 7.00
C 2.31 5.27 5.81
C 1.21 6.15 8.81
H 1.71 3.90 7.39
H 3.27 3.58 6.70
H 1.65 6.09 6.08
H 1.85 4.70 5.01
H 3.24 5.71 5.43
H 1.12 7.10 8.27
H 0.77 6.27 9.80
H 0.64 5.38 8.30
O -6.53 -5.07 -4.51
C -7.39 -4.52 -3.86
O -7.88 -3.35 -4.29
C -9.03 -2.71 -3.73
C -8.67 -1.85 -2.54
C -7.85 -5.08 -2.54
H -9.81 -3.45 -3.49
H -9.44 -2.08 -4.52
H -8.25 -2.44 -1.73
H -9.55 -1.32 -2.17
H -7.91 -1.11 -2.82
H -7.20 -4.70 -1.75
H -7.78 -6.16 -2.58
H -8.88 -4.84 -2.30